DFT (the ωB97M-V functional and the def2-TZVPD basis) results for C5H8N2O in the gas phase in a non-equilibrium geometry.

Cartesian coordinates (Å):
1 C -1.32 -1.51 -0.02
2 C -0.75 -0.24 -0.47
3 N -0.93 0.33 -1.67
4 N -0.22 1.45 -1.94
5 C 0.56 1.54 -0.83
6 C 0.23 0.50 0.06
7 C 0.99 0.44 1.38
8 O 1.66 -0.71 1.71
9 H -0.44 -1.99 0.60
10 H -2.26 -1.17 0.51
11 H -1.77 -2.15 -0.91
12 H -1.63 0.08 -2.30
13 H 1.13 2.39 -0.56
14 H 0.45 0.58 2.37
15 H 1.82 1.24 1.00
16 H 2.48 -0.78 1.06

Charge = 0
Lowest unoccupied orbital energy = 0.0282 Ha
DFT total energy = -379.9919 Eh
Strongest force on any atom = 4.73 eV Å⁻¹
SMILES string = Cc1[nH]ncc1CO
Molecular weight = 112.1 g/mol
Energy above the lowest of the compared OMol25 structures with the same formula, charge and spin = 252.77 kJ/mol
Orbital gap = 9.9015 eV